Density functional theory data (the ωB97M-V functional and the def2-TZVPD basis) for C65H52GaO10 as an isolated structure.

Output
M, g/mol: 1062.84
Charge: -1
Lowest unoccupied orbital energy, eV: 0.2561

Atoms and positions in Å:
C: 2.26950 -1.32450 2.78266
C: 1.69326 -0.83751 1.42518
C: 1.56046 0.68460 1.30159
C: 0.62760 1.32377 2.37946
C: 1.50183 2.19525 3.31632
Ga: -0.77099 2.50179 1.39091
C: -2.62041 2.40453 2.26563
C: -3.31029 1.03075 2.07583
O: -3.40861 0.38117 3.36547
C: -3.76284 -0.91008 3.34415
C: -3.45404 -1.77331 2.14003
O: -4.29522 -1.38683 4.31728
H: 3.24520 -1.80256 2.69011
H: 2.38356 -0.47938 3.46079
H: 1.56029 -2.01907 3.22962
H: 0.73424 -1.32903 1.26068
H: 2.35272 -1.17392 0.61585
H: 1.15370 0.87940 0.30666
H: 2.54225 1.16707 1.34800
H: 0.11694 0.54151 2.94902
H: 1.00026 2.44200 4.25164
H: 2.43202 1.65191 3.53739
H: 1.79749 3.10451 2.79230
H: -0.83887 2.05386 -0.16857
H: -0.20900 4.02667 1.48160
H: -2.58376 2.61056 3.33864
H: -3.26180 3.18300 1.83943
H: -4.31647 1.17803 1.67447
H: -2.70599 0.44984 1.38108
H: -2.44550 -1.55865 1.78438
H: -4.14562 -1.54355 1.33040
H: -3.50917 -2.82054 2.40639
C: 6.21148 0.65112 1.84391
C: 7.44787 1.25610 1.64346
C: 8.09873 1.12323 0.42833
C: 7.52057 0.37370 -0.58939
C: 6.28789 -0.25176 -0.38036
C: 5.63191 -0.10078 0.83555
C: 5.67015 -1.09401 -1.44057
O: 4.60302 -1.64175 -1.26522
C: 6.40580 -1.25698 -2.72664
C: 5.87107 -2.07490 -3.71573
C: 6.53216 -2.22343 -4.92376
C: 7.72842 -1.54939 -5.15192
C: 8.26928 -0.73960 -4.16762
C: 7.61434 -0.59549 -2.94946
C: 8.22379 0.25916 -1.89372
O: 9.26874 0.84638 -2.09732
H: 5.69690 0.76665 2.78879
H: 7.90066 1.83732 2.43598
H: 9.05563 1.59899 0.26457
H: 4.66799 -0.56629 0.99583
H: 4.93758 -2.58976 -3.53548
H: 6.11346 -2.85758 -5.69369
H: 8.23738 -1.65684 -6.10081
H: 9.19955 -0.21587 -4.33919
C: -4.12589 8.53411 9.47379
C: -3.38897 7.54762 10.12168
C: -3.41558 6.24314 9.65815
C: -4.18599 5.91630 8.54859
C: -4.93859 6.90196 7.90963
C: -4.89929 8.21257 8.37136
C: -5.80201 6.56737 6.74245
O: -6.45410 7.43081 6.18891
C: -5.84902 5.15432 6.28660
C: -6.68286 4.81089 5.22979
C: -6.72987 3.50033 4.78465
C: -5.93951 2.52672 5.38593
C: -5.10733 2.86200 6.44104
C: -5.06479 4.17297 6.90091
C: -4.18895 4.50995 8.05400
O: -3.49898 3.66757 8.58983
H: -4.09737 9.55490 9.83242
H: -2.79125 7.79902 10.98819
H: -2.83988 5.47349 10.15313
H: -5.47635 8.97403 7.86545
H: -7.29120 5.57082 4.75955
H: -7.38086 3.23487 3.96215
H: -5.96677 1.50564 5.02814
H: -4.48982 2.10799 6.90829
C: 2.27063 -0.65077 -11.12404
C: 1.39137 0.42209 -11.23190
C: 1.46121 1.47143 -10.33107
C: 2.40516 1.44875 -9.31132
C: 3.27528 0.36414 -9.19246
C: 3.20997 -0.68037 -10.10727
C: 4.26939 0.30015 -8.08552
O: 5.03302 -0.64047 -7.99146
C: 4.29696 1.41278 -7.10059
C: 5.17995 1.34891 -6.02942
C: 5.22612 2.38189 -5.10816
C: 4.39490 3.48753 -5.25588
C: 3.51037 3.55582 -6.31962
C: 3.45263 2.51730 -7.24138
C: 2.47679 2.59376 -8.36091
O: 1.75596 3.56028 -8.50114
H: 2.21877 -1.46668 -11.83305
H: 0.65111 0.43853 -12.02100
H: 0.78349 2.30975 -10.41262
H: 3.89258 -1.51368 -10.01595
H: 5.82708 0.49067 -5.91086
H: 5.90940 2.32546 -4.27063
H: 4.43292 4.29337 -4.53520
H: 2.85792 4.40991 -6.43442
C: -7.88433 -7.09315 1.05413
C: -7.24403 -6.08831 1.77292
C: -5.93581 -5.74599 1.47506
C: -5.25902 -6.41427 0.46140
C: -5.89542 -7.43446 -0.24865
C: -7.21279 -7.76528 0.04654
C: -5.17678 -8.18767 -1.31255
O: -5.73192 -9.07067 -1.93577
C: -3.75772 -7.83334 -1.58909
C: -3.05118 -8.55390 -2.54493
C: -1.73424 -8.22746 -2.82243
C: -1.11809 -7.17523 -2.15203
C: -1.81548 -6.45646 -1.19578
C: -3.13393 -6.78725 -0.90629
C: -3.85940 -6.02149 0.14329
O: -3.32478 -5.10342 0.72722
H: -8.90924 -7.35342 1.28402
H: -7.76751 -5.57042 2.56555
H: -5.43617 -4.96159 2.02715
H: -7.70510 -8.54904 -0.51213
H: -3.53497 -9.36785 -3.06667
H: -1.18481 -8.79187 -3.56441
H: -0.09128 -6.91746 -2.37519
H: -1.34090 -5.63945 -0.67009

Results of the Löwdin charge analysis, in e, for atoms 1 through 99:
1 C -0.1050
2 C -0.2599
3 C -0.2921
4 C -0.4349
5 C -0.1887
6 Ga 0.3531
7 C -0.2878
8 C -0.2765
9 O -0.0141
10 C -0.5472
11 C 0.0060
12 O 0.0694
13 H 0.0504
14 H 0.0486
15 H 0.0599
16 H 0.0915
17 H 0.0768
18 H 0.0464
19 H 0.0909
20 H 0.0691
21 H 0.0603
22 H 0.0364
23 H 0.0382
24 H -0.0826
25 H -0.0905
26 H 0.0365
27 H 0.0239
28 H 0.1125
29 H 0.0729
30 H 0.0821
31 H 0.0922
32 H 0.0674
33 C -0.0419
34 C -0.0562
35 C -0.0071
36 C -0.0879
37 C -0.0750
38 C 0.0140
39 C -0.2741
40 O 0.1157
41 C -0.0805
42 C 0.0015
43 C -0.0628
44 C -0.0683
45 C -0.0088
46 C -0.0886
47 C -0.2827
48 O 0.0953
49 H 0.1114
50 H 0.1058
51 H 0.1172
52 H 0.1032
53 H 0.1213
54 H 0.1085
55 H 0.1085
56 H 0.1181
57 C -0.0663
58 C -0.0649
59 C -0.0044
60 C -0.0798
61 C -0.0816
62 C -0.0066
63 C -0.2787
64 O 0.0968
65 C -0.0874
66 C -0.0048
67 C -0.0515
68 C -0.0385
69 C 0.0138
70 C -0.0806
71 C -0.2765
72 O 0.1084
73 H 0.1028
74 H 0.1033
75 H 0.1189
76 H 0.1175
77 H 0.1172
78 H 0.1060
79 H 0.1098
80 H 0.1257
81 C -0.0622
82 C -0.0608
83 C -0.0025
84 C -0.0806
85 C -0.0817
86 C -0.0049
87 C -0.2750
88 O 0.0963
89 C -0.0800
90 C 0.0072
91 C -0.0444
92 C -0.0459
93 C 0.0031
94 C -0.0827
95 C -0.2768
96 O 0.1068
97 H 0.1046
98 H 0.1051
99 H 0.1198